1.
Density functional theory data (wB97M-V/def2-TZVPD) for a structure of composition C12H7N3O7RuS2 in a non-equilibrium geometry.

Calculated values
HOMO level (alpha / beta): -4.735 / -4.506 eV
Total charge: -1
Energy above the lowest of the compared OMol25 structures with the same formula, charge and spin: 0.0 kJ/mol
Gap between HOMO and LUMO (alpha / beta): 7.308 / 6.998 eV
F_max: 1.12 eV/Å
Spin multiplicity: 2

The geometry in XYZ format:
```
32
Properties=species:S:1:pos:R:3:forces:R:3:mulliken_charge:R:1
Ru 0.21965 -0.55067 0.28502 0.3 -0.7 -0.9 0.111
O -2.24219 3.42002 4.00138 0.0 0.0 0.0 -0.537
C -1.82963 2.50114 3.08862 0.0 0.0 0.0 1.160
C -1.54478 2.84984 1.76893 -0.1 0.0 0.0 -0.313
C -1.10079 1.86546 0.91673 -0.1 -0.1 -0.2 -0.172
N -0.96902 0.61168 1.33664 0.0 0.3 0.6 -0.144
C -1.23185 0.26399 2.59301 -0.1 -0.2 0.0 0.079
C -1.68380 1.18361 3.51298 -0.1 0.0 -0.1 -0.588
C -0.93452 -1.20463 2.84276 0.1 -0.1 -0.2 0.531
O -1.24131 -1.72960 3.89508 0.0 0.0 0.0 -0.702
O -0.37404 -1.77634 1.81746 0.0 -0.2 0.2 -0.618
C -0.69187 2.04703 -0.53597 0.1 0.0 0.0 0.466
O -0.94457 3.09059 -1.11202 0.1 0.0 0.0 -0.730
O -0.11534 0.99870 -1.03118 0.0 0.2 0.0 -0.384
H -2.22640 4.29290 3.59608 0.0 0.0 0.0 0.286
H -1.64635 3.85872 1.38809 0.0 0.0 0.0 0.424
H -1.89091 0.87468 4.52723 0.0 0.0 0.0 0.546
O 1.72556 -1.14760 -0.95631 0.2 -0.4 0.0 -0.569
N 1.38745 -1.54263 -2.18717 0.0 0.0 0.0 0.383
C 2.35815 -1.45766 -3.11897 0.0 -0.1 0.0 -0.196
C 2.14079 -1.86742 -4.40313 0.0 0.0 0.0 -0.750
C 0.88244 -2.38792 -4.73061 0.0 0.0 0.0 -0.047
C -0.09168 -2.45566 -3.77174 0.0 0.0 0.1 -0.857
C 0.13934 -2.00548 -2.45455 0.1 0.0 0.0 0.715
S -1.02922 -2.03284 -1.21959 -0.4 0.3 0.1 -0.319
H 3.28525 -1.05191 -2.74489 0.0 0.0 0.0 0.440
H 2.93322 -1.77733 -5.13079 0.0 0.0 0.0 0.380
H 0.67410 -2.72026 -5.73931 0.0 0.0 0.0 0.355
H -1.07661 -2.84243 -3.98925 0.0 0.0 0.0 0.374
O 3.11182 0.74630 3.43531 0.2 0.0 -0.1 -0.583
S 2.30463 -0.23135 2.70218 -0.1 -0.1 0.1 0.341
N 1.70251 0.17707 1.41797 -0.1 0.9 0.4 -0.082
```
Positions in Å, forces in eV/Å.

2.
Density functional theory data (wB97M-V/def2-TZVPD) for a structure of composition C12H8AsCoF6N2OS.

Calculated values
HOMO level (alpha / beta): -13.381 / -13.376 eV
Total charge: +1
Energy above the lowest of the compared OMol25 structures with the same formula, charge and spin: 15.6 kJ/mol
Gap between HOMO and LUMO (alpha / beta): 9.071 / 5.755 eV
F_max: 0.33 eV/Å
Spin multiplicity: 6

The geometry in XYZ format:
```
32
Properties=species:S:1:pos:R:3:forces:R:3:mulliken_charge:R:1
Co 0.11482 0.42980 -0.05291 -0.1 -0.2 0.0 0.653
O -0.35805 -0.07799 1.77540 0.0 -0.1 0.0 -0.730
N -0.75071 -1.30081 2.02015 0.0 0.0 0.0 0.624
C -0.67279 -1.73350 3.28144 0.0 -0.1 0.0 -0.168
C -1.08729 -3.01307 3.60947 0.0 0.0 0.0 -0.649
C -1.59269 -3.86142 2.63222 0.0 0.0 0.0 -0.209
C -1.66684 -3.40790 1.33410 0.0 0.0 0.1 -0.631
C -1.23267 -2.11364 1.00491 0.0 0.0 0.0 0.665
S -1.25621 -1.52865 -0.57469 0.0 0.1 -0.1 -0.090
H -0.26783 -1.01865 3.98162 0.0 0.0 0.0 0.467
H -1.00452 -3.33114 4.63900 0.0 0.0 0.0 0.426
H -1.91580 -4.86127 2.88455 0.0 0.0 0.0 0.429
H -2.04156 -4.03029 0.53390 0.0 0.0 0.0 0.421
N -3.51486 5.84440 -3.22047 0.0 0.0 0.0 -0.373
C -2.88727 5.05985 -2.66482 0.1 0.0 0.0 -0.119
C -2.10050 4.07520 -1.96796 -0.1 0.1 0.0 0.526
C -2.59205 3.53222 -0.78045 0.0 0.0 0.0 -0.557
C -1.82710 2.61166 -0.08136 -0.1 0.0 0.1 -0.342
C -0.64197 2.19654 -0.67171 0.0 0.3 -0.1 0.310
C -0.07689 2.78860 -1.79066 0.0 0.0 -0.1 -0.082
C -0.85052 3.71277 -2.47381 0.0 0.0 0.0 -0.727
H -3.55064 3.85103 -0.39459 0.0 0.0 0.0 0.471
H -2.17851 2.21519 0.86329 0.0 0.0 0.0 0.522
H 0.90212 2.51080 -2.15955 0.0 0.0 0.0 0.524
H -0.48241 4.16473 -3.38468 0.0 0.0 0.0 0.470
F 1.79565 -1.32696 0.32562 0.0 0.0 0.0 -0.466
As 2.88647 -0.27393 -0.58594 0.1 -0.2 0.0 2.027
F 3.34348 -1.55807 -1.57865 0.0 0.0 0.0 -0.429
F 1.37328 -0.01850 -1.60827 0.0 0.0 -0.1 -0.567
F 3.66651 0.91635 -1.49404 0.0 0.1 -0.1 -0.449
F 2.07721 1.02928 0.38633 0.0 0.1 0.1 -0.529
F 4.09980 -0.44413 0.56844 0.1 0.0 0.0 -0.418
```
Positions in Å, forces in eV/Å.

3.
Density functional theory data (wB97M-V/def2-TZVPD) for a structure of composition C12H8AuBrClNO3S.

Calculated values
HOMO level (alpha / beta): -4.546 / -4.587 eV
Total charge: -1
Energy above the lowest of the compared OMol25 structures with the same formula, charge and spin: 34.6 kJ/mol
Gap between HOMO and LUMO (alpha / beta): 6.908 / 6.599 eV
F_max: 0.43 eV/Å
Spin multiplicity: 2

The geometry in XYZ format:
```
28
Properties=species:S:1:pos:R:3:forces:R:3:mulliken_charge:R:1
Au 0.48550 -0.41775 1.09059 0.0 -0.1 0.4 0.804
O 0.13163 -2.54243 0.77183 0.0 0.1 -0.1 -0.723
N 1.22556 -3.27838 0.59758 -0.1 0.1 0.0 0.526
C 1.15744 -4.53094 1.10230 0.0 -0.1 0.1 -0.187
C 2.16722 -5.43373 0.95259 0.0 0.1 -0.1 -0.715
C 3.31685 -5.01337 0.26087 0.0 -0.1 0.1 -0.071
C 3.38171 -3.74056 -0.22304 0.0 0.2 0.0 -0.712
C 2.32302 -2.80012 -0.07229 0.1 -0.3 0.1 0.413
S 2.41833 -1.22006 -0.64713 0.0 0.0 -0.2 -0.483
H 0.23200 -4.73005 1.61982 0.0 0.0 0.0 0.399
H 2.06578 -6.42527 1.36685 0.0 0.0 0.0 0.372
H 4.15113 -5.68964 0.12225 0.0 0.0 0.0 0.347
H 4.25553 -3.37891 -0.74553 0.0 0.0 0.0 0.341
Br -3.89187 6.56454 -2.00334 0.0 0.0 0.0 -0.227
C -2.96717 5.04671 -1.32504 0.0 0.0 0.0 0.195
C -3.43624 3.78072 -1.63226 0.0 0.0 0.0 -0.482
C -2.75617 2.67909 -1.13282 0.0 0.1 0.0 -0.307
C -1.62960 2.84832 -0.33933 0.1 -0.2 0.1 0.128
C -1.17692 4.12724 -0.04374 0.0 0.0 0.0 -0.326
C -1.84464 5.23885 -0.53762 0.0 0.0 0.0 -0.493
C -0.89975 1.63986 0.20024 -0.2 0.4 -0.1 0.822
O 0.09664 1.83800 0.94509 0.0 -0.2 0.1 -0.795
O -1.31168 0.50013 -0.11520 0.1 0.0 0.0 -0.809
H -4.31464 3.65820 -2.25043 0.0 0.0 0.0 0.398
H -3.08753 1.67335 -1.35299 0.0 0.0 0.0 0.398
H -0.29841 4.23711 0.57731 0.0 0.0 0.0 0.397
H -1.49900 6.23852 -0.31388 0.0 0.0 0.0 0.398
Cl 1.70531 -0.86941 3.12733 -0.1 0.1 -0.1 -0.609
```
Positions in Å, forces in eV/Å.

4.
Density functional theory data (wB97M-V/def2-TZVPD) for a structure of composition C12H8AuBrF5N3O3 in a non-equilibrium geometry.

Calculated values
HOMO level (alpha / beta): -15.094 / -15.091 eV
Total charge: +2
Gap between HOMO and LUMO (alpha / beta): 4.044 / 4.040 eV
F_max: 1.93 eV/Å

The geometry in XYZ format:
```
33
Properties=species:S:1:pos:R:3:forces:R:3:mulliken_charge:R:1
Au -0.34317 -0.28228 0.02903 -0.6 0.0 -0.5 1.134
O 3.91657 2.67990 3.63237 0.6 0.5 0.4 -0.471
C 3.01429 1.99933 2.97916 -1.1 -0.9 -0.6 0.955
C 2.20887 0.98587 3.53539 0.2 0.2 0.0 -0.624
C 1.30026 0.33989 2.73134 0.3 0.1 0.3 -0.373
N 1.13845 0.64545 1.44654 0.0 -0.2 -0.9 -0.446
C 1.89117 1.60393 0.89231 0.2 0.0 0.5 0.225
Br 1.56848 1.98636 -0.93594 0.2 0.0 0.3 -0.079
C 2.83296 2.29756 1.61139 0.2 0.2 0.2 -0.558
H 4.02903 2.43374 4.56403 -0.2 -0.1 -0.2 0.336
H 2.29914 0.70777 4.57486 0.0 0.0 0.1 0.356
H 0.68013 -0.45431 3.11900 -0.1 0.0 0.1 0.468
H 3.43686 3.06995 1.16224 0.0 0.1 -0.1 0.494
N -3.92669 1.91380 0.35280 -0.5 0.0 0.0 -0.400
C -2.60197 1.97418 0.27205 0.1 -0.4 -0.1 0.799
N -1.98563 3.11280 0.58623 0.1 0.3 0.1 -0.291
O -1.98667 0.93162 -0.10195 -0.5 0.5 0.0 -0.787
H -4.49959 2.71140 0.58280 0.1 -0.1 -0.1 0.195
H -4.39151 1.06240 0.07447 0.1 0.1 0.1 0.228
H -2.51976 3.93947 0.81157 0.1 -0.1 0.0 0.206
H -1.00004 3.23182 0.41443 -0.1 -0.1 0.0 0.180
F -1.98130 -6.74345 0.83359 0.6 0.9 -0.3 -0.165
C -1.31712 -5.65730 0.56123 -0.2 -0.3 0.2 0.653
C -1.47492 -4.51600 1.39482 0.1 0.9 0.2 -0.111
F -2.27146 -4.57043 2.43687 0.1 -0.1 -0.2 -0.215
C -0.80306 -3.35715 1.08477 -0.7 0.3 1.5 0.507
F -0.95798 -2.25719 1.83820 0.0 -1.2 -0.3 -0.224
C 0.04922 -3.22502 -0.06496 0.2 1.2 -0.7 0.737
O 0.58284 -2.13298 -0.40194 0.7 -1.4 1.1 -0.761
C 0.23841 -4.43413 -0.84299 -0.3 -1.0 -1.2 0.253
F 1.04181 -4.37256 -1.87800 -0.6 -0.1 0.7 -0.196
C -0.45015 -5.60474 -0.55020 0.7 0.3 -0.6 0.179
F -0.32577 -6.66255 -1.31748 0.0 0.2 0.2 -0.201
```
Positions in Å, forces in eV/Å.

5.
Density functional theory data (wB97M-V/def2-TZVPD) for a structure of composition C12H8BF5N2O4SV.

Calculated values
HOMO level (alpha / beta): -0.651 / -3.860 eV
Total charge: -2
Energy above the lowest of the compared OMol25 structures with the same formula, charge and spin: 43.3 kJ/mol
Gap between HOMO and LUMO (alpha / beta): 5.624 / 8.821 eV
F_max: 0.62 eV/Å
Spin multiplicity: 4

The geometry in XYZ format:
```
34
Properties=species:S:1:pos:R:3:forces:R:3:mulliken_charge:R:1
V 0.10678 -0.05011 -0.01348 -0.3 0.5 0.2 0.468
O 2.54620 -1.24817 1.34770 0.1 0.1 0.0 -0.661
S 2.03750 0.09075 1.63186 0.2 -0.3 0.1 1.275
O 2.75937 0.81806 2.64447 -0.2 0.1 -0.1 -0.689
O 0.53962 -0.04961 1.95312 -0.1 -0.1 0.0 -0.643
O 1.91757 0.85637 0.31140 -0.1 -0.3 -0.2 -0.630
N -4.57877 -5.81013 0.10885 0.0 0.0 0.0 -0.689
C -3.86202 -4.89664 0.05836 -0.1 -0.2 0.0 0.204
C -2.99527 -3.79739 0.00664 0.1 0.2 0.0 0.556
C -3.30856 -2.61968 -0.73745 0.1 0.0 0.0 -0.829
C -2.44881 -1.56440 -0.74440 -0.2 0.0 -0.1 -0.375
N -1.26772 -1.55110 -0.05398 0.5 0.2 0.0 0.204
C -0.93704 -2.69897 0.62008 0.0 -0.1 0.3 -0.318
C -1.74006 -3.79464 0.68561 0.0 0.0 -0.1 -0.875
H -4.22903 -2.56025 -1.30208 0.0 0.0 0.0 0.385
H -2.66364 -0.66699 -1.31008 0.0 0.0 0.0 0.357
H 0.01976 -2.67417 1.13238 0.0 0.0 0.0 0.444
H -1.41632 -4.66108 1.24650 0.0 0.0 0.0 0.403
F 0.84152 -0.88374 -4.20522 0.0 -0.1 0.0 -0.351
B 0.12507 0.04937 -3.47947 -0.1 -0.1 0.0 0.313
F 0.56779 1.33867 -3.71690 0.0 0.1 0.0 -0.369
F -1.24218 -0.06925 -3.68337 -0.1 0.0 0.0 -0.394
F 0.36188 -0.24693 -2.03976 0.1 0.1 -0.1 -0.038
F -3.87175 4.77488 0.07972 0.0 0.0 0.0 -0.372
C -2.99831 3.71890 0.03608 0.0 0.0 0.0 0.617
C -2.32699 3.45603 -1.13845 0.0 0.0 0.0 -0.880
C -1.43957 2.38351 -1.17082 0.0 0.0 0.0 0.174
C -1.21341 1.57434 -0.05330 0.1 -0.3 0.0 -0.132
C -1.92359 1.89151 1.10955 0.0 0.0 0.0 0.110
C -2.81779 2.95609 1.17023 0.0 0.1 0.0 -0.825
H -2.49592 4.07874 -2.00859 0.0 0.0 0.0 0.414
H -0.91420 2.18745 -2.09775 0.0 0.0 0.0 0.393
H -1.76440 1.29899 2.00456 0.0 0.0 0.0 0.365
H -3.36046 3.19703 2.07635 0.0 0.0 0.0 0.388
```
Positions in Å, forces in eV/Å.

6.
Density functional theory data (wB97M-V/def2-TZVPD) for a structure of composition C12H8BrClN2O5 in a non-equilibrium geometry.

Calculated values
HOMO level: -8.755 eV
Total charge: 0
Gap between HOMO and LUMO: 7.119 eV
F_max: 13.89 eV/Å

The geometry in XYZ format:
```
29
Properties=species:S:1:pos:R:3:forces:R:3:mulliken_charge:R:1
O 1.75553 -5.41019 0.50219 -2.4 4.2 0.7 -0.618
C 0.99090 -4.37899 0.45176 3.5 -6.5 -0.7 0.346
O 0.99973 -3.36325 1.27273 4.2 -0.5 3.0 -0.369
H 1.92862 -3.54328 1.83336 -3.4 0.8 -1.8 0.400
C -0.03191 -4.30761 -0.58627 -6.2 -10.0 7.3 -0.216
O 0.02109 -3.37053 -1.34403 0.6 8.1 -6.2 -0.332
C 0.21847 -2.14690 -0.73704 -3.9 1.6 -3.6 0.511
C 1.36272 -1.48983 -0.98369 2.9 -1.0 1.1 0.381
C 1.53793 -0.22443 -0.52938 -0.6 5.2 2.0 -0.697
C 0.48872 0.64819 -0.04592 -4.1 -7.1 -2.7 0.630
C -1.01073 -0.06180 -0.09258 7.2 1.2 -1.0 -1.120
C -1.05046 -1.38154 -0.63076 10.9 6.2 3.6 0.026
Br -2.54314 -1.95213 -0.67725 -10.9 -5.5 -1.1 -0.054
H -1.77919 0.57830 0.29258 -0.8 -0.5 -0.1 0.737
C 0.71128 1.96831 0.26940 -9.4 -3.4 -2.0 -1.017
C -0.12242 2.93678 0.45409 0.0 3.5 -1.9 0.143
N -1.27454 3.19528 -0.11965 -8.8 -6.8 -4.3 -0.022
C -1.84193 4.39485 -0.01089 -7.4 3.6 -3.4 0.251
O -3.05875 4.94442 -0.55602 7.1 -3.8 3.3 -0.643
N -0.95123 5.09166 0.67632 1.0 2.0 -0.3 -0.071
C 0.22445 4.33091 0.75727 1.5 0.4 5.6 0.245
O 1.12360 4.57239 1.53190 0.8 1.0 -1.1 -0.535
H -1.09628 6.09165 0.82924 0.5 -0.6 0.0 0.245
H -1.96248 2.34599 -0.56241 2.7 3.4 1.4 0.307
H 1.51695 2.17408 0.54274 12.9 3.1 4.1 0.847
H 2.50269 0.31844 -0.40335 -0.4 -1.1 -0.7 0.336
Cl 2.90171 -2.38869 -1.31996 -1.5 0.5 0.0 -0.184
H -0.50387 -5.26559 -1.10350 2.3 1.5 0.9 0.345
H -1.05747 -4.30649 0.28911 1.9 0.5 -1.8 0.129
```
Positions in Å, forces in eV/Å.

7.
Density functional theory data (wB97M-V/def2-TZVPD) for a structure of composition C12H8ClFN2O in a non-equilibrium geometry.

Calculated values
HOMO level: -8.968 eV
Total charge: 0
Energy above the lowest of the compared OMol25 structures with the same formula, charge and spin: 775.0 kJ/mol
Gap between HOMO and LUMO: 9.273 eV
F_max: 13.90 eV/Å

The geometry in XYZ format:
```
25
Properties=species:S:1:pos:R:3:forces:R:3:mulliken_charge:R:1
O -3.75467 -0.35170 -0.44565 -6.0 1.0 0.1 -0.567
C -2.62333 -0.12343 -0.37761 4.8 -3.2 -1.5 0.081
N -1.83512 -1.24851 -0.56978 5.9 -1.6 0.6 -0.101
C -0.33953 -1.38558 -0.22455 -1.8 -2.1 -3.8 0.016
N 0.41313 -2.24828 -1.02840 0.5 -0.8 2.1 -0.582
C 1.66186 -2.62732 -0.59332 -1.6 1.9 -1.7 -0.394
C 2.43235 -1.93286 0.48295 -3.1 -5.3 -7.1 0.425
C 1.66202 -1.01095 0.93560 0.9 2.8 5.1 -0.686
C 0.34548 -0.77865 0.72021 -3.1 4.2 3.5 0.455
H -0.21456 0.05840 1.39892 1.7 -2.3 -1.5 0.148
H 2.08601 -0.63726 1.83418 0.1 1.7 0.8 0.335
Cl 3.97994 -2.45028 0.46294 2.8 -0.1 1.3 -0.198
H 2.13485 -3.28284 -1.34680 0.0 0.1 0.9 0.362
H -2.14356 -2.15583 -0.95500 -0.4 1.2 0.4 0.274
C -1.88595 1.10240 -0.18830 -4.6 1.4 6.1 0.565
C -0.78524 1.53988 -0.68396 3.0 1.3 -6.8 0.313
C -0.28853 2.97927 -0.48708 -9.8 -7.8 6.1 0.347
C -0.86185 3.65578 0.51772 -4.5 -6.5 -1.5 -0.772
C -2.13526 3.16166 1.08218 2.0 -0.8 3.6 -0.448
C -2.51966 1.84262 1.02296 8.7 4.2 -8.0 -1.106
H -3.29916 1.49906 1.37464 -7.5 -3.4 3.9 0.713
H -2.43500 3.62762 2.07337 -0.1 0.3 -1.7 0.289
H -0.59053 4.54033 0.65021 2.3 7.7 1.7 0.630
F 0.66289 3.21879 -1.10357 10.0 3.7 -6.4 -0.210
H -0.49090 0.86115 -1.85297 -0.2 2.4 3.9 0.111
```
Positions in Å, forces in eV/Å.

8.
Density functional theory data (wB97M-V/def2-TZVPD) for a structure of composition C12H8N3O5S2V in a non-equilibrium geometry.

Calculated values
HOMO level (alpha / beta): -12.863 / -12.879 eV
Total charge: +1
Energy above the lowest of the compared OMol25 structures with the same formula, charge and spin: 144.3 kJ/mol
Gap between HOMO and LUMO (alpha / beta): 6.933 / 6.820 eV
F_max: 6.75 eV/Å
Spin multiplicity: 2

The geometry in XYZ format:
```
31
Properties=species:S:1:pos:R:3:forces:R:3:mulliken_charge:R:1
V 0.27661 1.36082 0.58244 -0.3 6.7 0.5 0.761
S 1.20791 3.29082 1.02434 0.8 0.3 0.1 -0.362
C -0.38189 3.94612 0.86954 -0.6 -0.6 0.6 0.634
C -0.46749 5.26052 0.35104 -0.1 0.0 -0.2 -0.137
N -0.49269 6.33042 -0.05446 0.0 0.5 -0.2 -0.304
C -1.50629 3.29502 1.36014 0.9 0.0 0.0 0.739
S -1.39069 1.72472 2.05694 0.1 -0.2 0.2 -0.213
C -2.77859 3.91942 1.36654 0.0 0.0 -0.2 -0.152
N -3.82759 4.37612 1.37004 -0.5 0.3 0.0 -0.297
O -0.83439 0.97212 -0.75476 -1.4 -0.6 -2.2 -0.392
C -1.18979 -0.18768 -1.04906 -0.4 -1.1 -0.2 -0.069
C -0.70949 -1.37318 -0.39776 0.6 -0.1 0.6 0.722
C -1.19459 -2.63698 -0.77206 0.0 -0.3 0.0 -0.558
C -0.70619 -3.77438 -0.16466 0.1 0.8 0.0 -0.251
C 0.28501 -3.71968 0.81694 -0.2 0.1 -0.3 -0.429
C 0.77811 -2.49618 1.21644 0.0 0.8 0.0 -0.945
C 0.28861 -1.31078 0.64174 -1.3 -2.5 -1.0 0.663
O 0.71731 -0.13818 0.98684 2.6 -4.2 2.1 -0.384
N -1.24689 -5.07698 -0.57126 0.1 0.4 0.0 0.974
O -2.28029 -5.05108 -1.18716 -0.5 -0.2 -0.4 -0.566
O -0.61009 -6.04708 -0.25916 0.2 -0.5 0.2 -0.561
H -1.91879 -0.31678 -1.85816 0.1 0.2 0.1 0.454
H -1.95089 -2.73418 -1.53866 -0.1 0.0 0.0 0.549
H 0.64861 -4.64448 1.24254 0.0 0.0 0.0 0.520
H 1.53251 -2.42508 1.98724 0.0 0.0 0.0 0.502
C 3.20821 1.50822 -1.12926 0.5 0.3 0.0 -0.751
O 1.90871 0.92412 -1.26416 -0.4 -0.3 0.2 -0.386
H 3.86511 1.17032 -1.93276 -0.1 0.0 0.1 0.334
H 3.65251 1.25202 -0.16026 0.0 0.1 -0.2 0.309
H 3.07911 2.58742 -1.20956 0.1 -0.1 0.0 0.287
H 2.03831 0.01462 -1.56956 -0.2 0.2 0.1 0.308
```
Positions in Å, forces in eV/Å.